1.
C18H22CrN4O4S2 as an isolated structure at a distorted geometry. Source: OMol25; level of theory: ωB97M-V with the def2-TZVPD basis set.

Computed properties:
spin multiplicity	5
E	-83267.484	eV
ΔE to the lowest compared entry with this formula, charge and spin	76.3	kJ/mol
Kohn-Sham gap (alpha / beta)	0.2711 / 0.2708	hartree

Last column: Löwdin spin population.
Positions of all 51 atoms, in Å:
1 Cr 0.42254 0.20069 -1.11782  3.740
2 C 3.20844 1.86903 -1.25916  0.004
3 C 2.56654 2.04810 -2.63344  0.003
4 N 1.47569 1.09074 -2.83219  0.008
5 C 0.36871 1.59746 -3.64964  0.013
6 C -0.43462 2.70012 -2.94379  0.008
7 S -0.62631 2.51709 -1.13867  0.029
8 C 0.63070 3.63730 -0.45267  0.010
9 C 1.68648 2.92112 0.39943  0.005
10 N 2.21273 1.71621 -0.20728  0.032
11 H 3.81901 0.96433 -1.26002  0.000
12 H 3.88349 2.71719 -1.06967  0.001
13 H 2.15711 3.05364 -2.72951  0.000
14 H 3.32183 1.94592 -3.41993  0.000
15 H 1.81234 0.22405 -3.25092  0.003
16 H 0.72391 1.99913 -4.61095  0.001
17 H -0.27708 0.74331 -3.86963  0.004
18 H -0.01648 3.69226 -3.11576  0.000
19 H -1.44473 2.71467 -3.35372  0.000
20 H 1.07838 4.18089 -1.28175  0.000
21 H 0.10857 4.36823 0.16173  0.000
22 H 2.47616 3.65583 0.62464  0.001
23 H 1.23413 2.63179 1.35348  0.001
24 H 2.53004 1.05250 0.50194  0.002
25 O -4.57036 -3.04658 2.44674  0.001
26 C -3.94981 -3.53714 1.49920  0.001
27 O -3.97548 -4.66471 1.01443  0.001
28 C -3.03473 -2.53644 0.76979  0.011
29 C -2.99220 -1.20611 1.17910  -0.002
30 C -2.04879 -0.35922 0.63596  0.013
31 N -1.16970 -0.78462 -0.26881  0.007
32 C -1.24014 -2.04665 -0.73163  0.014
33 C -2.16810 -2.94278 -0.23785  -0.002
34 C -0.21252 -2.42303 -1.79733  0.010
35 O -0.17719 -3.55281 -2.22482  0.011
36 O 0.56925 -1.44555 -2.15676  0.026
37 H -3.67352 -0.89465 1.95311  0.000
38 H -1.94871 0.66943 0.96513  0.001
39 H -2.19052 -3.96514 -0.58536  0.000
40 S 2.01175 -1.35834 0.95922  0.018
41 C 0.90509 -1.52669 2.24073  0.007
42 N 0.13791 -2.65640 2.29977  0.006
43 C -0.78905 -2.94760 3.24122  0.001
44 C -1.00512 -2.07283 4.26503  0.004
45 C -0.23127 -0.89940 4.28327  0.002
46 C 0.69745 -0.63102 3.31183  0.003
47 H 0.27034 -3.31421 1.53681  0.000
48 H -1.32459 -3.87649 3.11276  0.000
49 H -1.75036 -2.29071 5.00990  0.000
50 H -0.36480 -0.19085 5.09008  0.000
51 H 1.30759 0.25895 3.34377  0.000

=====

2.
A 2-piece molecular cluster, C3H7NO2 overall. Source: OMol25; level of theory: ωB97M-V with the def2-TZVPD basis set.

Computed properties:
E	-8807.563	eV
ΔE to the lowest compared entry with this formula, charge and spin	286.2	kJ/mol
Kohn-Sham gap	0.4058	hartree
SMILES string	[H]/N=C\OCC=O.[H][H]

Last column: natural (NBO) charge in e.
Positions of all 13 atoms, in Å:
1 H -0.19460 1.35139 -0.30465  0.343
2 N 0.69164 1.55833 0.15383  -0.695
3 C 1.47557 0.57317 0.25524  0.406
4 O 1.32591 -0.71980 -0.13458  -0.495
5 C 0.10309 -1.06841 -0.75502  -0.198
6 C -1.06540 -1.00710 0.21612  0.406
7 O -2.20826 -0.88024 -0.14263  -0.498
8 H 2.45274 0.69226 0.72118  0.172
9 H 0.22684 -2.10712 -1.07625  0.231
10 H -0.10506 -0.45948 -1.64296  0.206
11 H -0.78695 -1.11865 1.28412  0.125
12 H -1.23250 1.53670 2.98551  -0.010
13 H -0.72309 1.69476 2.46573  0.007

=====

3.
C24H43ClP2Pb as an isolated structure at a distorted geometry. Source: OMol25; level of theory: ωB97M-V with the def2-TZVPD basis set.

Computed properties:
net charge	+2
E	-61909.264	eV
Kohn-Sham gap (alpha / beta)	0.1506 / 0.1495	hartree

Last column: Löwdin charge in e.
Positions of all 71 atoms, in Å:
1 Pb 0.75112 0.45183 -1.72163  1.335
2 C -0.88622 -2.52269 3.60015  -0.132
3 C 0.41337 -2.83927 3.11764  -0.132
4 C 0.60051 -1.04793 4.54712  -0.130
5 C -0.76921 -1.41839 4.48565  -0.119
6 C 1.33391 -1.92630 3.70599  -0.133
7 C -2.13249 -3.24775 3.28653  -0.008
8 H -2.07445 -3.73349 2.30524  0.086
9 H -2.99189 -2.56544 3.28618  0.093
10 H -2.33510 -4.03150 4.03320  0.126
11 C -1.87235 -0.80823 5.25383  0.014
12 H -2.81269 -0.85080 4.69048  0.096
13 H -1.65103 0.23980 5.48755  0.092
14 H -2.03803 -1.33171 6.20856  0.126
15 C 1.17067 0.03022 5.38176  0.007
16 H 1.45882 -0.33669 6.37896  0.123
17 H 0.44176 0.83618 5.52663  0.091
18 H 2.06886 0.45118 4.91464  0.089
19 C 2.79809 -1.91529 3.51327  0.005
20 H 3.31347 -2.50376 4.28904  0.124
21 H 3.19055 -0.89160 3.56559  0.090
22 H 3.07052 -2.34335 2.54133  0.087
23 C 0.73175 -3.94008 2.18673  0.008
24 H 0.57038 -4.92121 2.65982  0.122
25 H 1.77854 -3.89120 1.86757  0.085
26 H 0.09496 -3.89824 1.29082  0.099
27 C -1.10793 1.24596 -2.43135  -0.468
28 C -1.77608 0.12428 -3.13060  -0.416
29 C -1.26741 -1.28578 -3.01801  -0.272
30 C -0.03614 -1.51089 -3.93816  -0.168
31 C 1.16092 -0.67534 -3.52353  -0.304
32 C 1.33959 0.72007 -3.81957  -0.235
33 C 0.32310 1.63653 -4.47377  -0.156
34 C -0.64255 2.29646 -3.44377  -0.220
35 H -2.05419 -1.99180 -3.32224  0.101
36 H -0.31750 -1.32204 -4.98798  0.135
37 H -1.02731 -1.53941 -1.97226  0.042
38 H -1.50360 2.74250 -3.96930  0.131
39 H -1.65565 1.66188 -1.57321  0.083
40 H -1.85158 0.35472 -4.20882  0.058
41 H -0.12559 3.12398 -2.93309  0.090
42 H 0.87753 2.44158 -4.98235  0.129
43 H 2.37951 1.06319 -3.91248  0.123
44 H -0.24921 1.12031 -5.26151  0.130
45 H 0.24794 -2.57319 -3.87307  0.126
46 H 2.08618 -1.25930 -3.39331  0.122
47 P -3.98857 0.12758 -3.28089  0.954
48 C -4.30187 1.27618 -1.88710  -0.355
49 C -4.38275 -1.39374 -2.33725  -0.355
50 P 3.39966 4.37690 -0.11528  0.910
51 C 1.85710 3.58504 -0.36985  -0.202
52 C 4.44893 2.91740 0.33239  -0.268
53 C 3.92661 4.65545 -1.86882  -0.258
54 H -3.80613 0.94162 -0.96649  0.020
55 H -5.39022 1.30829 -1.73763  0.043
56 H -3.95478 2.27937 -2.15867  0.031
57 H -3.77546 -1.47437 -1.42603  -0.009
58 H -4.20640 -2.26134 -2.98400  0.029
59 H -5.45095 -1.35829 -2.08180  0.047
60 H 3.25770 4.10682 -2.54446  0.035
61 H 4.96747 4.32839 -1.99725  0.049
62 H 3.86311 5.73274 -2.07518  0.045
63 H 1.43481 2.98869 0.44985  -0.002
64 H 1.11804 4.08725 -1.00729  0.021
65 H 4.65886 2.96606 1.40943  0.038
66 H 5.39837 2.96550 -0.21772  0.048
67 H 3.90771 1.99011 0.10078  0.022
68 Cl -1.78107 -1.12398 0.42416  0.615
69 C -0.28615 -0.25641 0.37557  -0.706
70 H 0.49780 -0.87795 0.82635  -0.032
71 H -0.43570 0.69470 0.90293  0.005

=====

4.
C4H11N4 as an isolated structure at a distorted geometry. Source: OMol25; level of theory: ωB97M-V with the def2-TZVPD basis set.

Computed properties:
net charge	+1
E	-10276.567	eV
ΔE to the lowest compared entry with this formula, charge and spin	446.0	kJ/mol
Kohn-Sham gap	0.3948	hartree

Last column: natural (NBO) charge in e.
Positions of all 19 atoms, in Å:
1 C 0.13178 1.49938 -0.11338  -0.038
2 C 0.28329 -0.45424 0.25405  0.537
3 C 0.28382 -1.87402 0.47432  -0.702
4 C 2.50396 0.72435 -0.61039  -0.446
5 N 1.11562 0.40918 -0.40049  -0.355
6 N -0.67458 0.38838 0.54891  -0.217
7 N -2.99913 -0.05540 -0.00366  -0.646
8 N -2.05658 0.17860 0.95388  -0.240
9 H 0.37595 2.47616 0.30247  0.259
10 H -0.41617 1.64777 -1.19855  0.226
11 H 0.02984 -2.35875 -0.44444  0.279
12 H -0.35883 -2.03115 1.35130  0.254
13 H 1.30382 -2.23721 0.74145  0.280
14 H 2.98968 -0.00041 -1.30880  0.240
15 H 2.66817 1.62524 -1.19885  0.246
16 H 3.13644 0.82063 0.24380  0.227
17 H -3.51461 0.69177 -0.33848  0.381
18 H -2.86488 -0.78381 -0.73663  0.356
19 H -1.93760 -0.66648 1.48349  0.358

=====

5.
C9H15O6Pd as an isolated structure at a distorted geometry. Source: OMol25; level of theory: ωB97M-V with the def2-TZVPD basis set.

Computed properties:
spin multiplicity	3
net charge	+1
E	-25323.696	eV
Kohn-Sham gap (alpha / beta)	0.2154 / 0.2444	hartree

Last column: Löwdin spin population.
Positions of all 31 atoms, in Å:
1 O 0.27826 2.42349 1.64468  0.078
2 C -0.58591 2.89261 0.92621  0.003
3 C -0.96436 2.25829 -0.37101  0.013
4 O -0.10250 1.16864 -0.61078  0.105
5 C -0.49466 0.20611 -1.57201  0.013
6 C -1.36401 -0.87344 -1.00513  0.020
7 O -2.29376 -0.37989 -0.21458  0.007
8 C -2.94797 -1.20176 0.74553  0.000
9 H -0.90729 3.00513 -1.18035  0.002
10 H -1.17105 3.77319 1.24100  0.003
11 H -2.02762 1.98042 -0.29102  0.000
12 H 0.43555 -0.23908 -1.94984  0.000
13 H -1.00044 0.68621 -2.42398  0.006
14 H -1.65408 -1.65913 -1.71989  0.001
15 H -0.69719 -1.63685 -0.03070  0.001
16 H -3.90708 -0.72487 0.96787  0.000
17 H -3.10016 -2.21897 0.35902  0.000
18 H -2.32924 -1.17292 1.65230  0.001
19 O 2.64083 1.75958 0.25666  0.153
20 C 3.30324 0.93798 -0.52928  0.011
21 C 2.91542 -0.33451 -0.75758  0.016
22 O 1.63786 -0.66577 -0.28941  0.108
23 C 1.51184 -1.81312 0.53765  0.017
24 C 0.21799 -1.62046 1.29632  0.037
25 O 0.04514 -0.43215 1.78855  0.061
26 Pd 1.01954 0.80573 0.66775  1.335
27 H 4.28846 1.25496 -0.90052  0.002
28 H 3.43728 -1.08032 -1.35420  0.003
29 H 2.36362 -1.90135 1.23201  0.003
30 H 1.45329 -2.72374 -0.07992  0.004
31 H -0.00099 -2.47398 1.96467  -0.001